The following is a quantum chemistry calculation of a gas-phase ion, C5H12NO (charge +1), from the Open Molecules 2025 dataset.

Each atom is followed by the atoms it is bonded to, with distances in Å.
Element x y z (Å)
1 C 1.76 -1.09 0.20  H7 1.072, H17 1.070, H18 1.050, C19 1.562
2 H -2.17 -1.09 0.55  C10 1.114
3 H 2.25 1.46 -0.02  C6 1.097
4 H -2.61 0.75 0.01  C5 1.094
5 C -1.64 1.17 -0.27  H4 1.094, H9 1.053, N13 1.740, H16 1.087
6 C 1.15 1.40 -0.07  H3 1.097, H8 1.080, H14 1.123, C19 1.545
7 H 1.19 -1.98 0.36  C1 1.072
8 H 0.74 2.06 -0.82  C6 1.080
9 H -1.60 1.57 -1.25  C5 1.053
10 C -1.31 -1.46 -0.04  H2 1.114, H11 1.095, H12 1.059, N13 1.445
11 H -0.58 -1.79 0.71  C10 1.095
12 H -1.45 -2.10 -0.88  C10 1.059
13 N -0.64 -0.24 -0.44  C5 1.740, C10 1.445, O15 1.344, C19 1.457
14 H 0.63 1.65 0.89  C6 1.123
15 O 0.07 -0.18 -1.58  N13 1.344, C19 1.346
16 H -1.41 1.79 0.59  C5 1.087
17 H 2.61 -1.35 -0.40  C1 1.070
18 H 1.89 -0.71 1.17  C1 1.050
19 C 0.80 -0.05 -0.46  C1 1.562, C6 1.545, N13 1.457, O15 1.346

## Properties
HOMO-LUMO gap: 13.072 eV
E_tot: -8906.5229 eV
LUMO: -2.915 eV
Relative energy (zero: lowest compared OMol25 entry of this formula, charge and spin): 94.7 kcal/mol
Total charge: +1
SMILES: CC1(C)O[N+]1(C)C

=====

The following is a quantum chemistry calculation of 2 unconnected molecules or ions with the total composition H2N2OS, from the Open Molecules 2025 dataset.

Each atom is followed by the atoms it is bonded to, with distances in Å.
Element x y z (Å)
1 H 0.98 0.15 -0.74  O3 0.938
2 H 0.34 0.95 -1.88  O3 0.936
3 O 0.19 0.56 -1.04  H1 0.938, H2 0.936
4 S -1.72 0.09 1.18  N5 1.485
5 N -0.39 -0.57 1.18  S4 1.485, N6 1.149
6 N 0.58 -1.18 1.30  N5 1.149

## Properties
HOMO-LUMO gap: 10.106 eV
E_tot: -15894.0109 eV
LUMO: 0.466 eV
Relative energy (zero: lowest compared OMol25 entry of this formula, charge and spin): 7.5 kcal/mol
Total charge: 0
SMILES: N#[N+][S-].O

=====

The following is a quantum chemistry calculation of C17H16ClNO2 in the gas phase, from the Open Molecules 2025 dataset.

Each atom is followed by the atoms it is bonded to, with distances in Å.
Element x y z (Å)
1 O -1.13 2.19 0.85  H5 0.992, C8 1.334
2 Cl 5.06 -2.18 0.23  C22 1.735
3 H -4.20 -1.46 -1.26  C32 1.078
4 N 0.91 0.81 -0.01  C9 1.281, C14 1.380
5 H -0.18 1.94 0.69  O1 0.992
6 C -5.89 -1.87 1.28  C10 1.319, H19 1.077, H37 1.076
7 C 2.92 -0.57 0.06  C14 1.397, H18 1.079, C22 1.380
8 C -1.89 1.24 0.30  O1 1.334, C31 1.388, C35 1.417
9 C 0.09 -0.03 -0.50  N4 1.281, H11 1.096, C35 1.435
10 C -6.49 -1.57 0.14  C6 1.319, C24 1.504, H36 1.082
11 H 0.42 -0.91 -1.06  C9 1.096
12 H -3.70 2.21 0.90  C31 1.078
13 C -4.12 0.41 -0.17  O17 1.354, C31 1.391, C32 1.400
14 C 2.28 0.67 -0.06  N4 1.380, C7 1.397, C26 1.396
15 H -6.17 -0.43 -1.64  C24 1.100
16 C 5.09 0.51 -0.06  C21 1.495, C22 1.393, C33 1.391
17 O -5.44 0.64 -0.02  C13 1.354, C24 1.410
18 H 2.34 -1.47 0.18  C7 1.079
19 H -5.24 -1.17 1.78  C6 1.077
20 H 5.03 2.63 -0.26  C33 1.080
21 C 6.58 0.41 -0.06  C16 1.495, H28 1.089, H30 1.090, H34 1.086
22 C 4.30 -0.63 0.06  Cl2 1.735, C7 1.380, C16 1.393
23 H 2.57 2.78 -0.24  C26 1.079
24 C -6.38 -0.26 -0.57  C10 1.504, H15 1.100, O17 1.410, H27 1.097
25 C -2.20 -0.81 -0.93  H29 1.081, C32 1.375, C35 1.398
26 C 3.06 1.82 -0.16  C14 1.396, H23 1.079, C33 1.379
27 H -7.34 0.27 -0.50  C24 1.097
28 H 6.92 -0.23 -0.87  C21 1.089
29 H -1.78 -1.66 -1.45  C25 1.081
30 H 6.94 -0.02 0.88  C21 1.090
31 C -3.27 1.36 0.39  C8 1.388, H12 1.078, C13 1.391
32 C -3.57 -0.70 -0.83  H3 1.078, C13 1.400, C25 1.375
33 C 4.44 1.73 -0.17  C16 1.391, H20 1.080, C26 1.379
34 H 7.03 1.39 -0.18  C21 1.086
35 C -1.33 0.13 -0.38  C8 1.417, C9 1.435, C25 1.398
36 H -7.15 -2.28 -0.35  C10 1.082
37 H -6.02 -2.83 1.75  C6 1.076

## Properties
HOMO-LUMO gap: 8.171 eV
E_tot: -35995.6856 eV
LUMO: 0.096 eV
Relative energy (zero: lowest compared OMol25 entry of this formula, charge and spin): 35.1 kcal/mol
Total charge: 0
SMILES: C=CCOc1ccc(/C=N/c2ccc(C)c(Cl)c2)c(O)c1

=====

The following is a quantum chemistry calculation of a gas-phase ion, C4H13N3 (charge +2), from the Open Molecules 2025 dataset.

Each atom is followed by the atoms it is bonded to, with distances in Å.
Element x y z (Å)
1 H 0.13 -1.87 -0.14  C17 1.139
2 H -1.11 -3.78 1.14  N9 1.003
3 H 1.95 3.35 -0.53  C12 1.177
4 H -1.24 -0.09 -1.47  C7 1.130
5 N 0.21 0.48 -0.04  H6 1.091, C7 1.503, C14 1.427
6 H 0.29 0.72 1.02  N5 1.091
7 C -1.24 0.35 -0.43  H4 1.130, N5 1.503, N10 1.382, H18 1.183
8 H 0.58 1.83 -1.61  C14 1.085
9 N -1.02 -2.79 1.22  H2 1.003, H13 0.950, C17 1.382
10 N -1.64 -0.71 0.36  C7 1.382, C17 1.441, H20 1.014
11 H 1.81 2.32 0.98  C12 1.128
12 C 1.96 2.24 -0.13  H3 1.177, H11 1.128, C14 1.429, H15 1.221
13 H -1.26 -2.44 2.08  N9 0.950
14 C 1.07 1.33 -0.79  N5 1.427, H8 1.085, C12 1.429, H19 1.098
15 H 3.13 1.92 -0.20  C12 1.221
16 H -1.42 -2.52 -0.71  C17 1.084
17 C -0.98 -1.97 0.11  H1 1.139, N9 1.382, N10 1.441, H16 1.084
18 H -1.88 1.28 -0.08  C7 1.183
19 H 1.61 0.63 -1.45  C14 1.098
20 H -1.53 -0.48 1.34  N10 1.014

## Properties
HOMO-LUMO gap (spin up / spin down): 7.310 / 6.855 eV
E_tot: -8805.9132 eV
LUMO (spin up / spin down): -12.060 / -12.340 eV
Relative energy (zero: lowest compared OMol25 entry of this formula, charge and spin): 176.7 kcal/mol
Total charge: +2

=====

What did the third record say?
The following is a quantum chemistry calculation of C17H16ClNO2 in the gas phase, from the Open Molecules 2025 dataset.

Each atom is followed by the atoms it is bonded to, with distances in Å.
Element x y z (Å)
1 O -1.13 2.19 0.85  H5 0.992, C8 1.334
2 Cl 5.06 -2.18 0.23  C22 1.735
3 H -4.20 -1.46 -1.26  C32 1.078
4 N 0.91 0.81 -0.01  C9 1.281, C14 1.380
5 H -0.18 1.94 0.69  O1 0.992
6 C -5.89 -1.87 1.28  C10 1.319, H19 1.077, H37 1.076
7 C 2.92 -0.57 0.06  C14 1.397, H18 1.079, C22 1.380
8 C -1.89 1.24 0.30  O1 1.334, C31 1.388, C35 1.417
9 C 0.09 -0.03 -0.50  N4 1.281, H11 1.096, C35 1.435
10 C -6.49 -1.57 0.14  C6 1.319, C24 1.504, H36 1.082
11 H 0.42 -0.91 -1.06  C9 1.096
12 H -3.70 2.21 0.90  C31 1.078
13 C -4.12 0.41 -0.17  O17 1.354, C31 1.391, C32 1.400
14 C 2.28 0.67 -0.06  N4 1.380, C7 1.397, C26 1.396
15 H -6.17 -0.43 -1.64  C24 1.100
16 C 5.09 0.51 -0.06  C21 1.495, C22 1.393, C33 1.391
17 O -5.44 0.64 -0.02  C13 1.354, C24 1.410
18 H 2.34 -1.47 0.18  C7 1.079
19 H -5.24 -1.17 1.78  C6 1.077
20 H 5.03 2.63 -0.26  C33 1.080
21 C 6.58 0.41 -0.06  C16 1.495, H28 1.089, H30 1.090, H34 1.086
22 C 4.30 -0.63 0.06  Cl2 1.735, C7 1.380, C16 1.393
23 H 2.57 2.78 -0.24  C26 1.079
24 C -6.38 -0.26 -0.57  C10 1.504, H15 1.100, O17 1.410, H27 1.097
25 C -2.20 -0.81 -0.93  H29 1.081, C32 1.375, C35 1.398
26 C 3.06 1.82 -0.16  C14 1.396, H23 1.079, C33 1.379
27 H -7.34 0.27 -0.50  C24 1.097
28 H 6.92 -0.23 -0.87  C21 1.089
29 H -1.78 -1.66 -1.45  C25 1.081
30 H 6.94 -0.02 0.88  C21 1.090
31 C -3.27 1.36 0.39  C8 1.388, H12 1.078, C13 1.391
32 C -3.57 -0.70 -0.83  H3 1.078, C13 1.400, C25 1.375
33 C 4.44 1.73 -0.17  C16 1.391, H20 1.080, C26 1.379
34 H 7.03 1.39 -0.18  C21 1.086
35 C -1.33 0.13 -0.38  C8 1.417, C9 1.435, C25 1.398
36 H -7.15 -2.28 -0.35  C10 1.082
37 H -6.02 -2.83 1.75  C6 1.076

## Properties
HOMO-LUMO gap: 8.171 eV
E_tot: -35995.6856 eV
LUMO: 0.096 eV
Relative energy (zero: lowest compared OMol25 entry of this formula, charge and spin): 35.1 kcal/mol
Total charge: 0
SMILES: C=CCOc1ccc(/C=N/c2ccc(C)c(Cl)c2)c(O)c1

=====

What is the formula in the second record? H2N2OS

=====

E_tot of number 4 (C4H13N3)? -8805.9132 eV

=====

Look up the total charge of the second one. 0